1.
{
  "formula": "C10H26KNO4",
  "method": "ωB97M-V/def2-TZVPD",
  "elements": ["K", "C", "C", "O", "H", "H", "H", "H", "H", "C", "O", "C", "C", "N", "C", "C", "O", "C", "H", "H", "H", "H", "H", "H", "H", "H", "H", "H", "H", "H", "H", "H", "H", "C", "C", "O", "H", "H", "H", "H", "H", "H"],
  "positions_angstrom": [[8.164, 20.095, 14.943], [11.752, 22.139, 9.433], [10.708, 21.017, 9.443], [10.291, 20.676, 10.754], [11.243, 23.014, 9.836], [12.011, 22.324, 8.390], [12.742, 21.953, 9.850], [11.127, 20.154, 8.926], [9.827, 21.337, 8.887], [8.953, 19.804, 19.082], [8.636, 18.819, 18.182], [8.109, 17.607, 18.752], [7.403, 16.752, 17.701], [6.180, 17.462, 17.194], [5.471, 16.473, 16.413], [4.350, 17.261, 15.719], [3.320, 17.627, 16.596], [2.291, 18.493, 16.050], [9.616, 19.481, 19.884], [7.994, 20.166, 19.451], [9.460, 20.544, 18.462], [7.377, 17.896, 19.507], [8.953, 17.116, 19.236], [7.074, 15.847, 18.210], [8.135, 16.439, 16.957], [5.639, 17.769, 17.990], [5.017, 15.681, 17.009], [6.204, 16.058, 15.721], [4.061, 16.618, 14.888], [4.759, 18.142, 15.223], [2.598, 19.535, 16.141], [1.358, 18.347, 16.594], [2.109, 18.261, 15.001], [4.617, 21.224, 10.584], [5.274, 19.925, 10.048], [5.966, 19.382, 11.082], [3.964, 21.645, 9.820], [5.289, 22.059, 10.783], [4.006, 21.104, 11.479], [5.993, 20.100, 9.248], [4.502, 19.220, 9.740], [6.884, 19.540, 10.852]],
  "lowdin_charge": [0.860, -0.154, -0.556, -0.482, 0.051, 0.040, 0.050, 0.061, 0.058, -0.131, -0.241, -0.194, -0.188, -0.058, -0.213, -0.254, -0.185, -0.067, 0.096, 0.095, 0.091, 0.119, 0.128, 0.117, 0.122, 0.111, 0.126, 0.124, 0.118, 0.111, 0.082, 0.086, 0.085, -0.085, -0.342, -0.086, 0.061, 0.067, 0.062, 0.122, 0.107, 0.085],
  "total_energy_ha": -1352.0598,
  "multiplicity": 1,
  "e_lumo_ev": -1.184,
  "charge": 0
}


2.
{
  "formula": "C26H39BrCl42FNO2",
  "method": "ωB97M-V/def2-TZVPD",
  "elements": ["C", "C", "O", "C", "C", "C", "O", "C", "C", "F", "C", "C", "N", "C", "C", "C", "Br", "H", "H", "H", "H", "H", "H", "H", "H", "H", "H", "H", "H", "H", "H", "H", "H", "H", "H", "H", "H", "H", "H", "H", "H", "H", "C", "Cl", "Cl", "Cl", "H", "C", "Cl", "Cl", "Cl", "H", "C", "Cl", "Cl", "Cl", "H", "C", "Cl", "Cl", "Cl", "H", "C", "Cl", "Cl", "Cl", "H", "C", "Cl", "Cl", "Cl", "H", "C", "Cl", "Cl", "Cl", "H", "C", "Cl", "Cl", "Cl", "H", "C", "Cl", "Cl", "Cl", "H", "C", "Cl", "Cl", "Cl", "H", "C", "Cl", "Cl", "Cl", "H", "C", "Cl", "Cl", "Cl", "H", "C", "Cl", "Cl", "Cl", "H", "C", "Cl", "Cl", "Cl", "H"],
  "positions_angstrom": [[-0.459, -3.247, 3.318], [-1.587, -2.314, 2.895], [-1.309, -0.953, 3.182], [-0.659, -0.225, 2.145], [-1.585, 0.661, 1.275], [-3.022, 0.648, 1.735], [-3.619, -0.618, 1.505], [-4.991, -0.743, 1.845], [-5.871, -0.882, 0.639], [-5.936, 0.364, -0.001], [-7.275, -1.356, 0.983], [-7.498, -2.845, 0.716], [-1.466, 0.470, -0.174], [-1.549, -0.868, -0.723], [-1.991, -0.883, -2.174], [-1.869, -2.259, -2.784], [-0.866, 0.322, -3.195], [-0.773, -3.917, 4.112], [0.419, -2.683, 3.615], [-0.160, -3.884, 2.485], [-2.505, -2.564, 3.422], [-1.805, -2.450, 1.838], [-0.085, -0.906, 1.517], [0.062, 0.419, 2.649], [-1.261, 1.687, 1.459], [-3.035, 0.875, 2.808], [-3.567, 1.439, 1.215], [-5.097, -1.644, 2.452], [-5.316, 0.129, 2.418], [-5.373, -1.566, -0.050], [-7.958, -0.752, 0.392], [-7.456, -1.140, 2.035], [-6.548, -3.367, 0.602], [-8.051, -3.000, -0.207], [-8.029, -3.332, 1.528], [-0.682, 0.965, -0.564], [-0.587, -1.405, -0.707], [-2.247, -1.459, -0.143], [-3.027, -0.554, -2.226], [-2.321, -2.977, -2.097], [-2.367, -2.323, -3.747], [-0.819, -2.522, -2.885], [0.096, -1.202, 6.024], [1.578, -0.369, 5.588], [0.401, -2.829, 6.636], [-0.814, -0.265, 7.220], [-0.506, -1.290, 5.132], [2.662, 3.508, 6.488], [2.941, 2.906, 4.857], [4.179, 4.062, 7.200], [1.445, 4.782, 6.502], [2.292, 2.685, 7.087], [-1.199, -0.878, -6.711], [-2.465, 0.202, -7.294], [-1.491, -2.540, -7.233], [0.389, -0.321, -7.220], [-1.218, -0.856, -5.630], [-3.115, 3.687, -2.941], [-4.183, 2.735, -1.919], [-1.468, 3.646, -2.320], [-3.166, 3.122, -4.613], [-3.453, 4.714, -2.928], [1.906, 3.356, -7.110], [0.798, 3.706, -8.440], [1.040, 2.660, -5.751], [3.204, 2.281, -7.642], [2.350, 4.289, -6.790], [3.603, 5.344, -10.793], [2.521, 6.585, -11.412], [5.158, 5.409, -11.622], [3.834, 5.466, -9.048], [3.154, 4.380, -10.992], [3.798, -4.266, 6.571], [4.877, -4.530, 7.941], [4.606, -3.424, 5.248], [3.111, -5.792, 6.021], [2.986, -3.634, 6.908], [1.042, 9.265, -8.177], [2.470, 10.047, -8.853], [1.278, 7.525, -8.065], [0.626, 9.957, -6.609], [0.214, 9.446, -8.849], [4.667, -0.505, 8.438], [3.090, -1.290, 8.512], [4.662, 0.761, 7.212], [5.114, 0.163, 10.006], [5.402, -1.253, 8.168], [2.044, -4.291, -3.497], [0.463, -5.065, -3.425], [1.888, -2.670, -4.171], [2.797, -4.232, -1.901], [2.673, -4.885, -4.147], [3.096, 2.621, 0.690], [3.188, 4.310, 1.182], [3.460, 1.565, 2.055], [1.508, 2.277, -0.005], [3.840, 2.454, -0.077], [7.478, 0.967, 3.375], [9.034, 1.012, 4.200], [6.592, -0.496, 3.812], [6.537, 2.414, 3.721], [7.667, 0.938, 2.311], [2.752, -4.205, -8.127], [1.298, -5.178, -7.920], [2.346, -2.530, -8.477], [3.776, -4.312, -6.691], [3.311, -4.603, -8.962], [-2.869, -3.176, 8.794], [-1.437, -3.345, 9.807], [-2.726, -4.132, 7.317], [-4.323, -3.617, 9.689], [-2.954, -2.137, 8.507]],
  "lowdin_charge": [-0.071, -0.252, -0.188, -0.135, -0.282, -0.160, -0.145, -0.150, -0.327, -0.034, -0.187, -0.089, -0.024, -0.291, -0.698, -0.162, 0.742, 0.054, 0.061, 0.077, 0.118, 0.102, 0.123, 0.111, 0.136, 0.134, 0.124, 0.138, 0.142, 0.146, 0.115, 0.110, 0.069, 0.073, 0.070, -0.005, 0.122, 0.108, 0.097, 0.087, 0.074, 0.013, -1.503, 0.533, 0.543, 0.552, -0.027, -1.568, 0.462, 0.513, 0.540, -0.008, -1.556, 0.531, 0.520, 0.479, -0.077, -1.546, 0.545, 0.491, 0.508, 0.011, -1.568, 0.514, 0.514, 0.513, -0.011, -1.544, 0.526, 0.535, 0.508, 0.010, -1.588, 0.531, 0.519, 0.533, -0.086, -1.557, 0.526, 0.495, 0.527, 0.011, -1.523, 0.528, 0.519, 0.546, 0.005, -1.556, 0.541, 0.515, 0.529, -0.029, -1.518, 0.539, 0.494, 0.568, 0.015, -1.557, 0.533, 0.504, 0.513, 0.011, -1.532, 0.527, 0.515, 0.533, 0.011, -1.569, 0.519, 0.506, 0.531, -0.013],
  "total_energy_ha": -23221.1776,
  "multiplicity": 1,
  "e_lumo_ev": 0.132,
  "charge": 0
}


3.
{
  "formula": "C21H45AlCl12F",
  "method": "ωB97M-V/def2-TZVPD",
  "elements": ["C", "C", "C", "C", "C", "C", "C", "Al", "C", "C", "F", "H", "H", "H", "H", "H", "H", "H", "H", "H", "H", "H", "H", "H", "H", "H", "H", "H", "H", "H", "H", "H", "Cl", "C", "C", "Cl", "H", "H", "H", "H", "Cl", "C", "C", "Cl", "H", "H", "H", "H", "Cl", "C", "C", "Cl", "H", "H", "H", "H", "Cl", "C", "C", "Cl", "H", "H", "H", "H", "Cl", "C", "C", "Cl", "H", "H", "H", "H", "Cl", "C", "C", "Cl", "H", "H", "H", "H"],
  "positions_angstrom": [[1.557, 4.583, 1.810], [2.393, 3.434, 1.277], [1.915, 2.944, -0.102], [1.690, 1.439, -0.194], [0.252, 1.005, 0.038], [-0.248, 1.427, 1.421], [-1.777, 1.543, 1.544], [-2.685, 2.735, 0.162], [-1.753, 4.539, -0.152], [-1.189, 4.692, -1.570], [-2.765, 5.551, -0.058], [0.639, 4.224, 2.233], [1.379, 5.294, 1.029], [2.095, 5.118, 2.575], [2.463, 2.627, 1.984], [3.392, 3.821, 1.150], [2.701, 3.185, -0.801], [1.052, 3.511, -0.402], [2.008, 1.182, -1.205], [2.363, 0.925, 0.475], [-0.414, 1.342, -0.741], [0.269, -0.070, 0.011], [0.221, 2.331, 1.774], [0.058, 0.650, 2.118], [-2.171, 0.551, 1.390], [-2.039, 1.897, 2.532], [-2.879, 2.016, -1.281], [-4.177, 3.047, 0.736], [-1.003, 4.796, 0.579], [-1.853, 5.331, -2.118], [-1.195, 3.733, -2.059], [-0.207, 5.139, -1.565], [2.748, 1.989, -3.485], [3.680, 0.719, -4.321], [2.801, -0.275, -5.040], [1.813, -1.302, -3.991], [4.323, 0.253, -3.581], [4.309, 1.213, -5.060], [3.425, -0.941, -5.633], [2.112, 0.238, -5.705], [-1.934, -2.223, 3.487], [-3.198, -1.438, 4.456], [-4.542, -1.392, 3.767], [-4.583, -0.285, 2.366], [-2.848, -0.440, 4.706], [-3.283, -2.017, 5.374], [-5.286, -1.021, 4.473], [-4.849, -2.380, 3.427], [-5.813, -4.457, 3.244], [-6.716, -5.214, 4.578], [-6.483, -4.506, 5.887], [-4.815, -4.718, 6.478], [-6.426, -6.259, 4.632], [-7.772, -5.163, 4.318], [-7.145, -4.916, 6.648], [-6.675, -3.441, 5.800], [-0.026, -3.284, -1.873], [-1.727, -3.121, -2.384], [-2.106, -4.139, -3.424], [-1.285, -3.857, -4.984], [-1.869, -2.105, -2.744], [-2.337, -3.256, -1.506], [-3.176, -4.083, -3.614], [-1.865, -5.148, -3.100], [6.265, 2.125, -2.120], [6.175, 3.811, -2.682], [6.712, 4.779, -1.661], [5.674, 4.875, -0.217], [5.138, 4.026, -2.927], [6.764, 3.876, -3.594], [6.753, 5.778, -2.091], [7.711, 4.500, -1.338], [2.261, -7.818, -2.695], [1.862, -6.587, -1.466], [3.090, -6.024, -0.804], [3.915, -7.226, 0.226], [1.193, -7.040, -0.742], [1.326, -5.790, -1.977], [2.808, -5.194, -0.160], [3.805, -5.663, -1.537]],
  "lowdin_charge": [-0.110, -0.258, -0.205, -0.224, -0.207, -0.287, -0.323, 0.283, -0.421, -0.140, -0.186, 0.056, 0.066, 0.060, 0.097, 0.047, 0.063, 0.088, 0.030, 0.105, 0.074, 0.093, 0.058, 0.089, -0.018, 0.026, -0.094, -0.102, 0.045, 0.058, 0.022, 0.045, 0.610, -0.655, -0.678, 0.543, 0.048, 0.069, 0.068, 0.065, 0.540, -0.662, -0.688, 0.588, 0.069, 0.047, 0.067, -0.052, 0.615, -0.645, -0.658, 0.549, 0.067, 0.072, 0.070, 0.066, 0.539, -0.633, -0.661, 0.526, 0.080, 0.071, 0.072, 0.063, 0.555, -0.664, -0.667, 0.571, 0.053, 0.071, 0.070, 0.064, 0.524, -0.673, -0.662, 0.523, 0.069, 0.023, 0.074, 0.068],
  "total_energy_ha": -6691.7617,
  "multiplicity": 1,
  "e_lumo_ev": 1.887,
  "charge": -1
}


4.
{
  "formula": "C4H7NO",
  "method": "ωB97M-V/def2-TZVPD",
  "elements": ["C", "C", "N", "C", "O", "C", "H", "H", "H", "H", "H", "H", "H"],
  "positions_angstrom": [[0.957, 0.135, 1.574], [-0.078, 0.209, 0.493], [-0.084, 1.241, -0.247], [-0.431, 0.728, -1.550], [-1.277, -0.388, -1.373], [-0.802, -0.969, -0.173], [1.656, 0.946, 1.349], [1.496, -0.813, 1.451], [0.606, 0.227, 2.600], [0.559, 0.386, -1.899], [-0.836, 1.458, -2.247], [-1.654, -1.351, 0.401], [-0.112, -1.809, -0.379]],
  "lowdin_charge": [-0.029, -0.335, 0.113, -0.245, -0.105, -0.138, 0.081, 0.083, 0.074, 0.126, 0.121, 0.126, 0.128],
  "total_energy_ha": -286.5620,
  "multiplicity": 1,
  "e_lumo_ev": 0.987,
  "smiles": "CC1=NCOC1",
  "charge": 0
}


5.
{
  "formula": "C18H48KN2O7",
  "method": "ωB97M-V/def2-TZVPD",
  "elements": ["K", "C", "O", "C", "C", "N", "C", "C", "O", "C", "H", "H", "H", "H", "H", "H", "H", "H", "H", "H", "H", "H", "H", "H", "H", "C", "O", "C", "C", "N", "C", "C", "O", "C", "H", "H", "H", "H", "H", "H", "H", "H", "H", "H", "H", "H", "H", "H", "H", "C", "C", "O", "H", "H", "H", "H", "H", "H", "C", "C", "O", "H", "H", "H", "H", "H", "H", "C", "C", "O", "H", "H", "H", "H", "H", "H"],
  "positions_angstrom": [[-0.579, -2.067, -0.231], [-1.745, 8.161, 3.046], [-1.057, 7.604, 1.885], [-1.482, 6.177, 1.785], [-0.962, 5.567, 0.503], [0.491, 5.490, 0.582], [1.057, 4.990, -0.654], [2.556, 4.979, -0.650], [3.134, 6.312, -0.646], [3.898, 6.774, 0.479], [-1.483, 9.190, 3.295], [-1.492, 7.648, 3.974], [-2.829, 8.129, 2.938], [-2.567, 6.075, 1.824], [-1.095, 5.631, 2.645], [-1.269, 6.175, -0.348], [-1.343, 4.554, 0.371], [0.803, 6.427, 0.795], [0.710, 5.482, -1.562], [0.685, 3.971, -0.764], [2.928, 4.488, -1.549], [2.937, 4.426, 0.208], [3.504, 6.497, 1.457], [4.019, 7.857, 0.503], [4.874, 6.306, 0.356], [0.649, -5.061, 2.486], [1.717, -4.596, 1.642], [2.459, -5.650, 1.062], [3.570, -5.080, 0.184], [3.044, -4.524, -1.112], [4.044, -3.608, -1.709], [3.544, -2.883, -3.010], [2.446, -2.034, -2.683], [2.079, -1.274, -3.865], [0.983, -5.631, 3.353], [-0.053, -5.624, 1.870], [0.066, -4.254, 2.930], [1.799, -6.339, 0.534], [2.966, -6.187, 1.864], [4.230, -5.877, -0.158], [4.204, -4.332, 0.661], [2.948, -5.334, -1.708], [4.943, -4.185, -1.922], [4.343, -2.820, -1.018], [3.097, -3.560, -3.738], [4.433, -2.379, -3.389], [1.048, -0.925, -3.814], [2.018, -2.009, -4.668], [2.804, -0.511, -4.149], [-3.437, -8.512, -0.734], [-4.634, -7.589, -0.548], [-4.108, -6.387, -0.064], [-3.739, -9.446, -1.207], [-3.099, -8.731, 0.279], [-2.618, -8.005, -1.244], [-5.351, -7.931, 0.199], [-5.167, -7.470, -1.491], [-4.838, -5.788, 0.109], [-7.314, 0.427, -4.694], [-6.372, -0.704, -4.375], [-5.417, -0.383, -3.387], [-6.888, 1.173, -5.365], [-7.646, 0.936, -3.790], [-8.206, 0.071, -5.208], [-5.876, -0.994, -5.301], [-6.971, -1.530, -3.991], [-5.938, -0.393, -2.580], [3.089, 2.454, 5.152], [1.716, 1.766, 4.994], [1.460, 1.510, 3.665], [3.160, 3.374, 4.571], [3.835, 1.773, 4.744], [3.377, 2.654, 6.184], [0.892, 2.363, 5.385], [1.719, 0.822, 5.538], [1.296, 2.371, 3.272]],
  "lowdin_charge": [0.903, -0.107, -0.187, -0.198, -0.226, -0.057, -0.240, -0.203, -0.201, -0.099, 0.083, 0.078, 0.081, 0.113, 0.114, 0.122, 0.116, 0.106, 0.121, 0.113, 0.117, 0.115, 0.077, 0.085, 0.081, -0.093, -0.210, -0.225, -0.179, -0.069, -0.192, -0.210, -0.224, -0.085, 0.093, 0.085, 0.079, 0.124, 0.124, 0.118, 0.121, 0.102, 0.114, 0.117, 0.117, 0.123, 0.080, 0.079, 0.094, -0.080, -0.343, -0.094, 0.078, 0.072, 0.073, 0.113, 0.107, 0.080, -0.095, -0.340, -0.085, 0.075, 0.074, 0.076, 0.114, 0.108, 0.075, -0.077, -0.351, -0.082, 0.068, 0.071, 0.072, 0.108, 0.111, 0.082],
  "total_energy_ha": -1950.3807,
  "multiplicity": 1,
  "e_lumo_ev": -3.623,
  "charge": 1
}


Q: Which formula does entry 3 have?
A: C21H45AlCl12F


Q: What is the charge in the fourth record?
A: 0


Q: Among the records above, which one has the lowest charge?
A: C21H45AlCl12F


Q: charge of number 1 (C10H26KNO4)?
A: 0